1.
Molecular formula: H14O7
Method: DFT, wB97M-V/def2-TZVPD

XYZ file:
```
21
Properties=species:S:1:pos:R:3:forces:R:3:lowdin_charge:R:1
O -2.67774 -0.51288 0.79292 0.071 0.669 0.706 -0.083
H -2.93333 0.23336 1.36665 -0.019 -0.536 -0.368 0.065
H -1.79864 -0.79862 1.16475 -0.310 -0.098 -0.174 0.010
O 1.41795 1.03799 1.28165 0.809 0.201 0.168 -0.094
H 2.04498 1.47179 1.89079 -0.548 -0.231 -0.318 0.079
H 2.00881 0.57858 0.61531 -0.345 0.093 0.190 0.018
O -0.21696 2.54416 -0.52498 -0.073 0.027 0.695 -0.062
H -0.88032 2.95330 0.04700 -0.033 0.124 -0.338 0.057
H 0.35718 2.11380 0.14213 0.134 -0.060 -0.305 0.012
O -1.51474 0.24470 -1.51770 -0.525 -0.438 0.490 -0.082
H -2.08815 0.09638 -0.70760 0.496 -0.049 -0.733 0.028
H -1.10422 1.10638 -1.36836 0.189 0.314 0.051 0.008
O -0.23768 -1.34545 1.51898 1.009 0.812 -0.070 -0.076
H 0.05657 -1.69970 0.65691 -0.241 -0.069 0.143 0.022
H 0.35456 -0.55070 1.61197 -0.671 -0.712 0.110 0.040
O 2.72832 -0.41757 -0.50464 -0.602 -0.431 -0.586 -0.071
H 1.96298 -0.86160 -0.99015 0.769 0.381 0.717 0.047
H 3.19974 -1.12261 -0.04668 -0.075 -0.019 -0.133 0.065
O 0.36491 -1.59487 -1.18853 0.026 -0.126 -0.380 -0.088
H 0.24520 -2.26525 -1.87182 0.028 0.050 0.125 0.078
H -0.33782 -0.90375 -1.37237 -0.088 0.097 0.008 0.027
```
Forces are in eV/Å.

Properties
SMILES: O.O.O.O.O.O.O
Gap between HOMO and LUMO in Ha: 0.418
Molecular weight in Da: 126.1
Highest occupied orbital energy in eV: -11.03

2.
Molecular formula: C21H27FeN3SbSeSi
Method: DFT, wB97M-V/def2-TZVPD

XYZ file:
```
55
Properties=species:S:1:pos:R:3:forces:R:3:lowdin_charge:R:1
Fe -0.40874 0.12374 0.13857 0.420 0.255 0.148 0.273
C -1.11857 -2.54624 1.65823 -0.015 0.048 0.017 -0.035
C -0.73463 -1.40352 2.54905 0.181 0.027 -0.033 -0.295
C -0.90294 -1.52696 3.92379 0.009 -0.016 0.009 0.014
C -0.47805 -0.52721 4.76911 0.033 -0.005 0.085 -0.004
C 0.19591 0.56112 4.22723 0.036 -0.047 -0.043 -0.087
C 0.35074 0.64306 2.85883 -0.109 -0.202 0.102 -0.417
N -0.16180 -0.29452 2.03254 -0.361 -0.032 0.284 -0.042
Sb 1.70860 2.07838 2.07047 0.169 0.239 0.238 1.610
C 0.33644 2.85395 0.64160 -0.116 0.090 -0.199 -0.418
C 0.17417 4.22117 0.55601 0.038 -0.043 -0.040 -0.087
C -0.50148 4.75646 -0.53428 0.032 0.091 -0.006 -0.004
C -0.91938 3.90618 -1.53248 0.003 0.014 -0.016 0.014
C -0.74399 2.53261 -1.40577 0.191 -0.032 0.038 -0.295
C -1.11616 1.64123 -2.55184 -0.018 0.001 0.067 -0.033
N -0.17184 2.02153 -0.29316 -0.359 0.262 -0.051 -0.042
C 2.43485 0.65031 0.63869 -0.071 -0.125 -0.122 -0.398
C 3.79577 0.48492 0.46127 -0.045 0.021 0.018 -0.080
C 4.25340 -0.44169 -0.46622 0.077 -0.020 -0.020 -0.005
C 3.33809 -1.17899 -1.19000 0.021 -0.005 -0.005 0.018
C 1.98132 -0.98191 -0.98011 0.003 0.080 0.081 -0.267
C 0.94091 -1.75696 -1.73396 0.057 0.022 0.025 0.001
N 1.55137 -0.07584 -0.07662 0.256 -0.451 -0.417 -0.022
H -0.82407 -3.48588 2.12681 0.027 0.030 -0.003 0.107
H -0.62815 -2.48653 0.68772 -0.031 -0.006 -0.001 0.042
H -2.19279 -2.56858 1.48850 -0.030 -0.006 -0.018 0.073
H -1.35899 -2.42710 4.31336 -0.007 0.003 -0.017 0.136
H -0.61166 -0.61597 5.83952 -0.034 0.019 -0.017 0.132
H 0.61679 1.32551 4.86672 0.009 -0.013 0.003 0.106
H 0.59057 4.86501 1.31915 0.013 0.003 -0.013 0.106
H -0.64002 5.82592 -0.62662 -0.037 -0.016 0.021 0.132
H -1.37561 4.29127 -2.43446 -0.005 -0.020 0.002 0.136
H -0.81744 2.11288 -3.48865 0.022 -0.005 0.033 0.107
H -2.18915 1.46568 -2.58169 -0.037 -0.017 -0.005 0.072
H -0.62124 0.67363 -2.48968 -0.021 -0.011 -0.007 0.043
H 4.49514 1.07268 1.04045 -0.002 0.004 0.004 0.107
H 5.31503 -0.58505 -0.61946 -0.006 0.003 0.003 0.132
H 3.66399 -1.90897 -1.91813 -0.020 0.005 0.004 0.133
H 1.39334 -2.45127 -2.43791 0.038 0.013 0.011 0.104
H 0.29467 -1.09135 -2.30940 -0.025 -0.053 -0.004 0.071
H 0.32215 -2.34630 -1.05429 -0.014 -0.003 -0.059 0.071
C -5.46921 -0.01764 1.85961 -0.136 -0.028 0.165 -0.205
Si -5.03872 0.08253 0.07600 0.506 0.046 0.044 0.327
C -5.32140 -1.42681 -0.93424 -0.143 -0.126 -0.095 -0.213
C -5.42876 1.70983 -0.68477 -0.160 0.129 -0.103 -0.208
Se -2.59259 0.07444 0.08434 -0.401 -0.108 -0.089 0.678
H -6.55979 -0.04880 1.95838 0.034 0.003 0.008 0.056
H -5.11554 0.86518 2.39364 0.000 -0.013 0.011 0.044
H -5.06692 -0.90898 2.34101 0.003 -0.001 -0.026 0.039
H -6.39450 -1.58789 -1.07762 0.026 0.012 0.009 0.056
H -4.91482 -2.30736 -0.43569 -0.017 -0.010 -0.011 0.040
H -4.86134 -1.33819 -1.91867 -0.016 -0.001 -0.005 0.042
H -6.51568 1.84279 -0.70758 0.031 0.008 -0.005 0.055
H -5.06289 1.79864 -1.70780 0.008 -0.027 0.011 0.038
H -5.01044 2.51871 -0.08435 -0.007 0.011 -0.013 0.042
```
Forces are in eV/Å.

Properties
Total charge: +2
Gap between HOMO and LUMO (spin up / spin down) in Ha: 0.258 / 0.253
Molecular weight in Da: 606.1
Multiplicity: 2
Highest occupied orbital energy (spin up / spin down) in eV: -14.33 / -14.23

3.
Molecular formula: C2H8N2O
Method: DFT, wB97M-V/def2-TZVPD

XYZ file:
```
13
Properties=species:S:1:pos:R:3:forces:R:3:lowdin_charge:R:1
C 0.15716 1.00414 -0.43755 -2.282 -0.659 -0.030 0.068
C 1.92788 -1.16535 0.45169 -0.746 0.210 0.505 -0.342
N 0.74888 -1.14547 0.86175 0.249 -0.481 -0.122 -0.133
H -0.44906 1.76993 -0.91631 0.209 0.294 0.105 0.047
H 0.64325 0.38467 -1.17967 -0.120 -0.368 0.268 0.031
H 0.82990 1.35286 0.33506 -0.306 -0.190 0.184 0.051
H 2.30413 -0.50826 -0.37487 0.206 0.063 -0.170 0.014
H 2.71769 -1.77475 0.92150 0.123 -0.075 -0.132 0.026
N -1.34136 0.11629 0.25918 2.094 -1.638 -1.037 -0.064
O -2.67868 0.22276 -0.25692 0.703 0.483 0.209 -0.053
H -2.59478 0.24096 -1.22370 0.180 -0.092 0.267 0.100
H -1.36751 0.44254 1.22317 -0.229 0.003 -0.032 0.124
H -0.89751 -0.94032 0.33667 -0.082 2.449 -0.014 0.131
```
Forces are in eV/Å.

Properties
Gap between HOMO and LUMO (spin up / spin down) in Ha: 0.247 / 0.247
Molecular weight in Da: 76.1
Highest occupied orbital energy (spin up / spin down) in eV: -6.33 / -6.33

4.
Molecular formula: C4H3N3OS
Method: DFT, wB97M-V/def2-TZVPD

XYZ file:
```
12
Properties=species:S:1:pos:R:3:forces:R:3:lowdin_charge:R:1
C -0.39135 -0.32325 0.04708 -2.449 2.328 -0.799 -0.211
C -1.75760 -1.16433 0.02610 5.372 0.415 -0.322 -0.669
C 1.05543 1.33680 0.03468 -1.289 -0.332 -0.941 -0.055
C 1.74340 0.13278 -0.06459 -1.909 2.716 0.791 -0.045
N -0.31874 1.04908 -0.05051 0.950 -2.767 1.247 -0.456
N -2.76463 -0.44005 0.03531 -3.018 3.490 0.068 0.228
N 0.80899 -0.85465 -0.01662 -0.201 -1.082 0.305 0.128
O -1.52415 -2.35734 -0.07502 -0.441 -1.903 0.173 0.004
S -1.75674 2.03572 -0.05064 0.025 -2.255 0.124 0.670
H 1.25175 2.40117 0.10744 0.830 -0.453 -0.231 0.118
H 2.76497 0.05089 -0.13833 1.950 -0.722 0.019 0.094
H 0.88869 -1.86681 0.14510 0.179 0.564 -0.435 0.193
```
Forces are in eV/Å.

Properties
Gap between HOMO and LUMO (spin up / spin down) in Ha: 0.249 / 0.243
Molecular weight in Da: 141.2
Highest occupied orbital energy (spin up / spin down) in eV: -9.04 / -9.02